[1]
The following is a DFT calculation (ωB97M-V with the def2-TZVPD basis set) of an isolated ion of composition C8H8IN2O and charge +1 in a non-equilibrium geometry.

Properties
E	-21540.678	eV
HOMO energy (spin up / spin down)	-9.630 / -12.884	eV
LUMO (spin up / spin down)	-4.580 / -8.036	eV
Kohn-Sham gap (spin up / spin down)	5.1 / 4.8	eV
total charge	+1
2S+1	3

XYZ file:
```
20
Properties=species:S:1:pos:R:3:forces:R:3
C 2.39832 0.93780 0.62758 -4.1 -0.4 -1.4
C 2.00133 -0.31440 1.10456 0.3 2.2 -1.8
C 1.52914 1.72508 -0.14342 -0.4 1.7 -0.2
C 0.83301 -0.86234 0.64765 0.3 2.0 0.7
C 0.23359 1.29746 -0.30333 -2.3 -0.7 -0.5
C -0.12233 0.00767 0.04837 -0.6 -3.9 0.9
C -1.44298 -0.67604 -0.13893 3.5 4.8 -0.8
C -3.53936 -1.03275 -0.89785 3.1 1.0 -3.2
N -1.91537 -1.75939 0.43698 -0.1 -2.3 0.5
N -2.33191 -0.25595 -1.05184 -3.0 -1.2 -0.4
O -3.17683 -2.08327 -0.07321 -0.2 0.4 0.2
I -4.91316 0.41798 0.21061 -1.0 1.1 1.1
H 3.29491 1.27476 0.87776 3.8 1.5 1.0
H 2.75587 -0.70134 1.70855 0.6 -1.7 0.9
H 1.65682 2.77064 -0.57137 0.8 -1.5 0.9
H 0.72521 -1.85914 0.91780 -1.0 -1.8 0.1
H -0.65463 1.84819 -0.67750 1.3 0.5 0.0
H -4.10309 -1.15749 -1.88838 0.7 -0.6 1.9
H -1.59352 -2.01680 1.36825 -1.1 -0.5 0.0
H -2.13192 0.60428 -1.58518 -0.7 -0.8 0.1
```
Positions in Å, forces in eV/Å.

Löwdin population analysis, charges in e, atoms 1 to 4:
1. C -0.034
2. C -0.042
3. C -0.043
4. C -0.025


[2]
The following is a DFT calculation (ωB97M-V with the def2-TZVPD basis set) of C39H35As2IrN9O2S as an isolated structure.

Properties
E	-193838.608	eV
energy above the lowest of the compared OMol25 structures with the same formula, charge and spin	135.0	kJ/mol
HOMO energy (spin up / spin down)	-14.827 / -16.248	eV
LUMO (spin up / spin down)	-7.853 / -10.211	eV
Kohn-Sham gap (spin up / spin down)	7.0 / 6.0	eV
total charge	+3
2S+1	5

XYZ file:
```
89
Properties=species:S:1:pos:R:3:forces:R:3
Ir 0.46190 0.17401 -0.79942 0.1 -0.1 0.0
N 0.53628 2.62236 -1.21294 0.0 0.0 0.0
N 0.47372 2.77344 -2.60632 0.0 0.0 0.0
C 0.49416 1.70505 -3.44459 0.0 0.0 0.0
N 0.51360 1.95414 -4.73958 0.0 0.0 0.0
N 0.51034 0.50096 -2.85774 0.0 0.1 0.0
N 0.44462 -0.67398 -3.62132 0.0 0.0 0.0
O 0.43964 -1.67926 -2.94888 0.0 0.0 0.1
O 0.40515 -0.62657 -4.82796 0.0 0.0 0.0
H -0.22113 3.14838 -0.78999 0.0 0.0 0.0
H 1.42085 2.98312 -0.86403 0.0 0.0 0.0
H 0.58596 3.69959 -2.99348 0.0 0.0 0.0
H 0.47996 2.89795 -5.09131 0.0 0.0 0.0
H 0.46413 1.17638 -5.38451 0.0 0.0 0.0
C -3.02210 1.42243 -0.42368 0.0 0.0 0.0
C -2.78940 1.87640 1.00797 0.0 0.0 0.1
As -2.87082 0.50298 2.40375 -0.1 0.0 0.0
C -3.99529 1.10456 3.78397 0.0 0.1 -0.1
C -3.60931 1.05254 5.12788 0.0 0.0 0.0
C -4.47094 1.54706 6.09018 0.1 0.0 0.0
C -5.71154 2.05628 5.72159 0.0 0.0 0.0
C -6.10369 2.08514 4.38498 0.0 0.0 0.0
C -5.25296 1.60277 3.41122 0.0 0.0 0.1
C -1.06746 0.09220 3.01813 0.0 -0.1 0.0
C -0.96145 -1.00854 4.13750 0.0 0.0 0.0
C -0.30725 -0.37187 5.35583 0.0 0.0 0.0
C 1.14789 -0.32062 5.06143 0.0 0.0 0.0
C 0.28580 0.93967 4.85017 0.0 0.0 0.0
C -0.27884 1.23740 3.54414 0.0 0.0 0.0
As -1.95292 -0.08334 -1.06944 0.0 0.1 0.0
C -2.75289 -1.65633 -0.30500 0.0 0.0 0.0
C -4.09546 -1.69087 0.07108 0.0 0.0 0.0
C -4.65093 -2.87354 0.54071 0.0 0.0 0.0
C -3.87549 -4.02274 0.61738 0.0 0.0 0.0
C -2.54343 -3.99727 0.22099 0.0 0.0 0.0
C -1.97974 -2.81498 -0.23665 0.0 0.0 0.0
C -2.53100 -0.15603 -2.91216 0.0 0.0 0.0
C -2.69729 1.01072 -3.65707 0.0 0.0 0.0
C -3.09197 0.93469 -4.98517 0.0 0.0 0.0
C -3.30699 -0.30346 -5.57615 0.0 0.0 0.0
C -3.13332 -1.46529 -4.83819 0.0 0.0 0.0
C -2.74973 -1.39565 -3.50582 0.0 0.0 0.0
H -2.78285 2.25076 -1.09333 0.0 0.0 0.0
H -4.07176 1.19270 -0.60597 0.0 0.0 0.0
H -3.53889 2.60931 1.30912 0.0 0.0 0.0
H -1.80568 2.33311 1.14357 0.0 0.0 0.0
H -2.64346 0.66337 5.41592 0.0 0.0 0.0
H -4.17876 1.53464 7.13127 0.0 0.0 0.0
H -6.38342 2.42991 6.48279 0.0 0.0 0.0
H -7.07340 2.47699 4.11075 0.0 0.0 0.0
H -5.56403 1.61057 2.37255 0.0 0.0 0.0
H -1.85353 -1.59848 4.33327 0.0 0.0 0.0
H -0.70493 -0.48776 6.35370 0.0 0.0 0.0
H 1.87314 -0.24687 5.85955 0.0 0.0 0.0
H 0.51126 1.75288 5.52708 0.0 0.0 0.0
H -0.09338 2.14996 2.99601 0.0 0.0 0.0
H -4.72651 -0.81554 -0.02956 0.0 0.0 0.0
H -5.69345 -2.90282 0.82794 0.0 0.0 0.0
H -4.31442 -4.94592 0.97137 0.0 0.0 0.0
H -1.94929 -4.90078 0.25615 0.0 0.0 0.0
H -0.94306 -2.80057 -0.56120 0.0 0.0 0.0
H -2.54404 1.98876 -3.21313 0.0 0.0 0.0
H -3.24693 1.84187 -5.55484 0.0 0.0 0.0
H -3.61890 -0.36154 -6.61023 0.0 0.0 0.0
H -3.30370 -2.43013 -5.29633 0.0 0.0 0.0
H -2.62722 -2.31017 -2.93868 0.0 0.0 0.0
S 5.89460 -0.57738 4.29918 0.0 0.1 0.0
N 4.32397 -0.85139 4.41287 0.0 -0.1 0.0
C 3.79060 -0.56424 3.21971 0.0 0.0 0.0
C 2.41392 -0.69570 2.89788 -0.1 0.0 0.0
C 1.47374 -1.26277 3.90504 0.0 0.0 0.0
C 0.14177 -1.69515 3.28515 0.0 0.0 0.0
C -0.27697 -0.87271 2.05689 0.0 0.0 0.1
N 0.73282 -0.31565 1.17831 0.0 0.0 -0.1
C 2.00448 -0.30411 1.61109 0.0 0.0 0.1
C 3.00997 0.10252 0.62706 0.0 0.0 0.0
N 2.54906 0.33361 -0.62125 0.0 0.0 0.0
C 3.41726 0.63528 -1.58733 0.0 0.0 0.0
C 4.78200 0.75023 -1.35852 0.0 0.0 0.0
C 5.26722 0.53272 -0.08622 0.0 0.0 0.0
C 4.36825 0.19387 0.92503 0.0 0.0 0.0
C 4.76009 -0.12059 2.28194 0.0 0.0 0.0
N 5.98560 -0.07730 2.76742 0.0 -0.1 0.0
H 1.96769 -2.12827 4.35250 0.0 0.0 0.0
H 0.07979 -2.77206 3.14703 0.0 0.0 0.0
H -0.96334 -1.44685 1.44084 0.0 0.0 0.0
H 3.00968 0.77455 -2.57868 0.0 0.0 0.0
H 5.44216 0.99341 -2.17866 0.0 0.0 0.0
H 6.32390 0.60132 0.13859 0.0 0.0 0.0
```
Positions in Å, forces in eV/Å.

Löwdin population analysis, charges in e, atoms 1 to 4:
1. Ir 1.068
2. N 0.011
3. N 0.022
4. C -0.405


[3]
The following is a DFT calculation (ωB97M-V with the def2-TZVPD basis set) of an isolated molecule of C4H4N2O2 in a non-equilibrium geometry.

Properties
E	-11284.448	eV
energy above the lowest of the compared OMol25 structures with the same formula, charge and spin	394.8	kJ/mol
HOMO energy	-8.457	eV
LUMO	0.126	eV
SMILES string	O/N=c1/nccco1
Kohn-Sham gap	8.6	eV
total charge	0

XYZ file:
```
12
Properties=species:S:1:pos:R:3:forces:R:3
O -2.56140 0.28181 0.00320 0.8 2.9 0.2
N -1.67578 -0.70153 0.05424 1.4 -2.7 0.2
C -0.42282 -0.39787 0.04464 -4.7 -0.6 -0.5
N 0.48953 -1.38750 -0.06058 -1.6 -0.7 0.2
C 1.66148 -0.99426 -0.00846 3.4 0.3 -0.1
C 2.00032 0.44679 0.11852 2.9 -1.3 -0.8
C 1.06815 1.33860 -0.02793 -0.8 1.6 0.6
O -0.21730 0.93244 -0.08142 1.0 1.7 -0.1
H -1.97472 1.11302 0.02290 -1.8 -0.9 -0.1
H 2.41194 -1.80734 -0.12816 -0.1 1.0 0.2
H 3.02938 0.81347 0.03230 -0.3 -0.5 0.4
H 1.22394 2.43055 -0.01754 -0.3 -0.8 -0.2
```
Positions in Å, forces in eV/Å.

Löwdin population analysis, charges in e, atoms 1 to 4:
1. O -0.028
2. N 0.026
3. C -0.426
4. N 0.151


[4]
The following is a DFT calculation (ωB97M-V with the def2-TZVPD basis set) of C3H2O3Yb as an isolated structure in a non-equilibrium geometry.

Properties
E	-40807.302	eV
energy above the lowest of the compared OMol25 structures with the same formula, charge and spin	66.7	kJ/mol
HOMO energy (spin up / spin down)	-12.171 / -13.215	eV
LUMO (spin up / spin down)	-4.708 / -4.828	eV
Kohn-Sham gap (spin up / spin down)	7.5 / 8.4	eV
total charge	+1
2S+1	2

XYZ file:
```
9
Properties=species:S:1:pos:R:3:forces:R:3
O 4.91983 -0.31467 0.03658 -0.4 0.1 0.0
C 3.82312 -0.09811 0.04341 0.7 -0.1 0.0
O -0.43729 -1.08656 0.57332 0.7 -0.8 -0.3
C -1.59667 -0.76258 0.17035 -2.7 2.8 2.9
C -1.80986 0.57722 -0.29820 1.9 -0.3 -3.0
O -0.77163 1.32222 -0.46559 -0.9 0.3 0.2
H -2.73770 0.80943 -0.83843 -0.1 0.4 0.8
Yb 1.15523 0.33727 -0.06058 -0.2 -0.2 0.2
H -2.54504 -0.78422 0.83915 1.0 -2.1 -0.7
```
Positions in Å, forces in eV/Å.

Löwdin population analysis, charges in e, atoms 1 to 4:
1. O 0.155
2. C -0.010
3. O -0.214
4. C -0.269


[5]
The following is a DFT calculation (ωB97M-V with the def2-TZVPD basis set) of an isolated molecule of C4H10OS in a non-equilibrium geometry.

Properties
E	-17188.998	eV
energy above the lowest of the compared OMol25 structures with the same formula, charge and spin	369.3	kJ/mol
HOMO energy	-7.299	eV
LUMO	0.575	eV
Kohn-Sham gap	7.9	eV
total charge	0

XYZ file:
```
16
Properties=species:S:1:pos:R:3:forces:R:3
C 1.75945 1.18430 0.87001 -1.0 0.2 0.8
C -0.24081 -0.42187 0.16237 -2.2 2.5 0.4
C -1.80059 -0.14519 0.03882 0.5 0.9 -2.4
C 1.61698 -0.33071 -1.69167 -2.7 4.3 -2.1
O -2.45505 -0.51145 1.16941 -2.0 -2.9 -0.5
S 0.78547 0.79049 -0.74219 1.6 -2.2 1.3
H 2.65804 1.78251 0.63735 -0.5 -0.3 0.1
H 2.02799 0.22176 1.41037 -0.2 1.1 -1.0
H -0.03387 -1.31800 -0.36966 0.4 -0.9 0.3
H 0.02343 -0.31229 1.22549 -0.2 -0.7 -0.5
H -2.19014 -0.73186 -0.84076 0.3 0.0 1.1
H 1.02982 1.75684 1.54449 1.2 -0.6 -0.9
H -2.18720 0.87050 -0.27017 1.4 -0.3 0.4
H 2.25288 -1.02502 -1.36675 2.2 -2.7 1.8
H -2.27348 -0.03019 1.93094 0.8 1.6 1.7
H 1.92461 0.23432 -2.55022 0.4 -0.1 -0.6
```
Positions in Å, forces in eV/Å.

Löwdin population analysis, charges in e, atoms 1 to 4:
1. C -0.281
2. C -0.340
3. C -0.330
4. C -0.405


[6]
The following is a DFT calculation (ωB97M-V with the def2-TZVPD basis set) of a 3-piece molecular cluster, C4H12NO5 overall in a non-equilibrium geometry.

Properties
E	-16069.728	eV
energy above the lowest of the compared OMol25 structures with the same formula, charge and spin	247.3	kJ/mol
HOMO energy	-3.180	eV
LUMO	3.389	eV
Kohn-Sham gap	6.6	eV
total charge	-1

XYZ file:
```
22
Properties=species:S:1:pos:R:3:forces:R:3
C 1.84631 0.79196 -1.35181 -0.1 0.4 1.9
O 1.45457 1.62995 -2.24926 -0.7 1.3 -2.4
C 0.92127 1.06709 -0.07526 0.8 1.3 1.0
C 1.14831 0.05508 1.19502 -1.5 4.7 0.0
C -0.15467 -0.50240 1.58208 -1.2 0.0 -0.4
O -0.92164 0.03833 2.55156 -1.2 -0.3 -0.5
O -0.60452 -1.39183 0.87440 0.0 -0.5 0.2
N -0.53050 1.16122 -0.42783 1.2 -0.2 -2.3
H 1.75901 -0.26212 -1.58879 0.0 -1.2 -0.2
H 2.92457 0.97440 -1.07552 -0.1 -0.5 0.6
H 1.34192 2.11601 0.16609 -1.1 -1.5 0.3
H 1.70862 0.75384 1.81217 -0.1 -0.9 0.8
H 1.65263 -0.69444 0.77320 2.5 -3.0 -1.2
H -1.91258 -0.18720 2.31656 2.4 0.5 0.2
H -0.45075 0.62775 -1.35250 -0.8 0.9 1.2
H -0.68300 2.12071 -0.80966 0.4 -1.0 0.4
H 0.76817 -1.64584 -2.71654 -0.5 -0.9 1.4
H 0.17260 -2.18125 -1.29089 0.4 0.4 -0.8
O 0.52045 -2.43887 -2.17169 0.0 0.4 -0.5
H -2.30619 -0.57271 0.32129 0.4 -0.4 0.4
H -3.16804 0.62321 0.07110 0.3 -1.7 2.3
O -3.03146 -0.12149 0.77851 -1.0 2.0 -2.5
```
Positions in Å, forces in eV/Å.

Löwdin population analysis, charges in e, atoms 1 to 4:
1. C -0.556
2. O -0.306
3. C -0.311
4. C -0.049


Copy entry 6 word for word.
The following is a DFT calculation (ωB97M-V with the def2-TZVPD basis set) of a 3-piece molecular cluster, C4H12NO5 overall in a non-equilibrium geometry.

Properties
E	-16069.728	eV
energy above the lowest of the compared OMol25 structures with the same formula, charge and spin	247.3	kJ/mol
HOMO energy	-3.180	eV
LUMO	3.389	eV
Kohn-Sham gap	6.6	eV
total charge	-1

XYZ file:
```
22
Properties=species:S:1:pos:R:3:forces:R:3
C 1.84631 0.79196 -1.35181 -0.1 0.4 1.9
O 1.45457 1.62995 -2.24926 -0.7 1.3 -2.4
C 0.92127 1.06709 -0.07526 0.8 1.3 1.0
C 1.14831 0.05508 1.19502 -1.5 4.7 0.0
C -0.15467 -0.50240 1.58208 -1.2 0.0 -0.4
O -0.92164 0.03833 2.55156 -1.2 -0.3 -0.5
O -0.60452 -1.39183 0.87440 0.0 -0.5 0.2
N -0.53050 1.16122 -0.42783 1.2 -0.2 -2.3
H 1.75901 -0.26212 -1.58879 0.0 -1.2 -0.2
H 2.92457 0.97440 -1.07552 -0.1 -0.5 0.6
H 1.34192 2.11601 0.16609 -1.1 -1.5 0.3
H 1.70862 0.75384 1.81217 -0.1 -0.9 0.8
H 1.65263 -0.69444 0.77320 2.5 -3.0 -1.2
H -1.91258 -0.18720 2.31656 2.4 0.5 0.2
H -0.45075 0.62775 -1.35250 -0.8 0.9 1.2
H -0.68300 2.12071 -0.80966 0.4 -1.0 0.4
H 0.76817 -1.64584 -2.71654 -0.5 -0.9 1.4
H 0.17260 -2.18125 -1.29089 0.4 0.4 -0.8
O 0.52045 -2.43887 -2.17169 0.0 0.4 -0.5
H -2.30619 -0.57271 0.32129 0.4 -0.4 0.4
H -3.16804 0.62321 0.07110 0.3 -1.7 2.3
O -3.03146 -0.12149 0.77851 -1.0 2.0 -2.5
```
Positions in Å, forces in eV/Å.

Löwdin population analysis, charges in e, atoms 1 to 4:
1. C -0.556
2. O -0.306
3. C -0.311
4. C -0.049


Question: Number 6 is which compound?
Answer: C4H12NO5